A 4-piece molecular cluster, C2H12N2O3 overall, computed with wB97M-V/def2-TZVPD.

XYZ file:
```
19
Properties=species:S:1:pos:R:3:forces:R:3:nbo_charge:R:1
C -3.13614 0.47766 0.47052 0.5829 -0.5255 0.1695 -0.4608
N -2.10056 0.65614 -0.52403 0.8155 0.3236 0.2552 -0.4917
C -2.31428 0.55169 -1.75895 -0.9059 -0.2751 -0.0256 0.2800
N -3.48413 0.10368 -2.34484 -0.0610 0.0275 -0.1930 -0.8420
H -3.62884 -0.50639 0.46821 -0.2169 0.1666 -0.4505 0.1771
H -3.85300 1.29701 0.40004 -0.2387 -0.1065 0.1706 0.1928
H -2.63668 0.48516 1.44443 -0.2389 0.3878 -0.0578 0.2077
H -1.53316 0.79351 -2.47412 0.1169 -0.0600 0.0366 0.1668
H -4.30594 0.00120 -1.77806 -0.0137 0.0444 0.1887 0.3841
H -3.68175 0.34683 -3.29829 0.1546 0.0127 -0.0946 0.3862
O 2.50087 -2.03339 -0.05295 -0.1759 -0.2331 -0.2497 -0.9314
H 2.49067 -1.95768 -1.01421 0.1338 0.1700 0.0782 0.4666
H 1.81842 -2.69504 0.10711 0.0461 0.0680 0.1829 0.4647
O 2.32892 -1.86212 6.66182 -0.0168 0.3006 -0.2192 -0.9359
H 1.95324 -2.34070 5.91563 0.0173 -0.0459 0.0544 0.4675
H 2.43180 -0.95943 6.32775 0.0016 -0.2527 0.1596 0.4684
O 5.32419 2.54942 -2.89786 0.1729 0.0364 0.0327 -0.9341
H 5.97261 1.99759 -3.34662 -0.0616 -0.0225 -0.0234 0.4664
H 5.85377 3.09485 -2.30559 -0.1119 -0.0164 -0.0147 0.4677
```
Positions in Å, forces in eV/Å.

Values from the calculation:
E_tot   -11390.608 eV
Total charge   0
LUMO energy   0.777 eV
HOMO level   -9.161 eV
Energy above the lowest of the compared OMol25 structures with the same formula, charge and spin   1.141 eV

---

A 4-piece molecular cluster, C2H12N2O3 overall at a distorted geometry, computed with wB97M-V/def2-TZVPD.

XYZ file:
```
19
Properties=species:S:1:pos:R:3:forces:R:3:nbo_charge:R:1
C -0.29906 1.72895 1.51659 -0.9087 0.6040 0.1481 -0.4932
N 0.00537 0.33289 1.61171 -0.2733 -0.2778 0.2705 -0.2064
C -1.02328 -0.69280 1.69079 0.8072 2.0961 -0.0145 0.2309
N -0.99426 -1.66225 0.89503 0.4513 -0.0452 0.1215 -0.4150
H 0.32342 2.16868 0.74055 -0.0135 0.0627 -0.0510 0.2762
H -0.19126 2.35208 2.42152 0.7215 -0.6215 0.2724 0.3031
H -1.36588 1.88644 1.34746 0.0189 -0.3035 -0.4974 0.2567
H 0.98446 0.10814 1.39815 -0.3274 -0.4195 -0.0404 0.4405
H -1.84087 -0.35077 2.31496 -0.2332 -0.4573 0.0435 0.2212
H -0.10620 -1.65195 0.38336 -0.0097 -0.6419 -0.4323 0.3832
H 0.92807 -2.51680 -2.88302 -0.1650 0.4632 0.5575 0.4914
H -0.14145 -1.45714 -2.64596 -0.3782 0.1396 -0.2562 0.4790
O 0.62845 -1.84713 -2.23653 0.4146 -0.5242 -0.1007 -0.9684
H 3.74044 2.25798 -1.57412 -0.0031 0.1188 -0.4252 0.4700
H 4.94285 1.29317 -1.41574 -0.4665 0.4428 0.2055 0.4822
O 4.30121 1.83864 -0.92538 0.4002 -0.5743 0.2316 -0.9518
H -2.67694 -1.66342 -0.57866 -0.9459 0.0047 -0.9438 0.4637
H -3.85608 -0.70091 -0.80325 0.3566 -0.8680 -0.7127 0.4654
O -3.35900 -1.42379 -1.25748 0.5543 0.8013 1.6238 -0.9285
```
Positions in Å, forces in eV/Å.

Values from the calculation:
E_tot   -11381.606 eV
Total charge   +1
LUMO energy (spin up / spin down)   -4.259 / -8.594 eV
HOMO level (spin up / spin down)   -14.242 / -14.242 eV
Energy above the lowest of the compared OMol25 structures with the same formula, charge and spin   2.174 eV
Multiplicity   2

---

A 2-piece molecular cluster, C2H12N4 overall at a distorted geometry, computed with wB97M-V/def2-TZVPD.

XYZ file:
```
18
Properties=species:S:1:pos:R:3:forces:R:3:nbo_charge:R:1
N -0.00675 2.59988 1.59110 -0.6385 -0.3937 -0.1670 -0.8371
C 1.28180 2.65955 0.98747 0.9982 0.2751 -0.3530 -0.0456
N 1.45337 2.74654 -0.48426 -0.9510 0.4663 -0.2123 -0.8796
H -0.54403 1.75430 1.47827 0.1993 -0.2302 -0.2257 0.3590
H -0.60862 3.38287 1.38421 0.1844 0.1576 -0.0919 0.3619
H 1.91988 1.82307 1.29214 -0.3484 0.1032 0.6535 0.1603
H 1.68236 3.59593 1.37128 0.4973 -0.0933 0.1239 0.1684
H 2.33865 2.37473 -0.78689 0.0918 -0.1417 0.0636 0.3572
H 0.71551 2.31924 -1.02768 -0.0342 -0.1657 0.2010 0.3548
N -0.43473 -3.50892 0.24161 -0.2959 0.1462 0.1915 -0.8382
C -1.15622 -2.95719 -0.92191 0.6711 0.6964 0.6581 -0.0559
N -0.90328 -1.53249 -1.13114 0.3453 -0.4150 0.4211 -0.8773
H 0.31644 -2.88815 0.53211 0.0676 -0.0376 -0.4163 0.3574
H -1.08333 -3.44787 1.01568 0.0635 -0.2013 0.2321 0.3450
H -2.20089 -3.04993 -0.66726 -0.4112 -0.3831 -0.4956 0.1726
H -0.86540 -3.52738 -1.80195 -0.2735 -0.1252 -0.0810 0.1631
H -1.72282 -0.96570 -1.25807 0.0288 0.0239 -0.2985 0.3702
H -0.18195 -1.37848 -1.81469 -0.1946 0.3181 -0.2035 0.3637
```
Positions in Å, forces in eV/Å.

Values from the calculation:
E_tot   -8228.252 eV
Total charge   0
LUMO energy   0.813 eV
HOMO level   -8.947 eV
Energy above the lowest of the compared OMol25 structures with the same formula, charge and spin   0.517 eV